# 1
# C10H13NOS

An isolated molecule of C10H13NOS at a distorted geometry (ωB97M-V/def2-TZVPD, the Open Molecules 2025 dataset).

The geometry in XYZ format:
```
26
Properties=species:S:1:pos:R:3:lowdin_charge:R:1
C -0.329 -2.824 -0.087 -0.034
C -1.642 -2.680 0.347 -0.094
C 0.405 -1.661 -0.434 -0.032
C -2.168 -1.456 0.443 -0.109
C -0.089 -0.406 -0.211 -0.161
C -1.445 -0.281 0.159 -0.282
C -0.864 2.192 -0.778 -0.256
C 0.975 0.708 -0.013 -0.478
C 2.335 0.459 -0.666 -0.063
C 1.254 0.700 1.510 -0.006
N 0.554 2.056 -0.558 -0.020
O -3.290 1.116 -1.026 -0.565
S -2.475 1.300 0.193 0.962
H 0.182 -3.764 0.090 0.106
H -2.286 -3.493 0.602 0.104
H 1.386 -1.882 -0.703 0.084
H -3.178 -1.210 0.529 0.083
H -1.145 2.076 -1.856 0.107
H -1.148 3.164 -0.495 0.039
H 2.306 0.211 -1.688 0.065
H 2.886 -0.427 -0.263 0.091
H 3.019 1.322 -0.707 0.094
H 1.760 -0.213 1.618 0.071
H 0.289 0.731 2.155 0.133
H 1.802 1.498 1.700 0.026
H 0.906 2.765 0.136 0.132
```

The charge is 0. The value obtained for the molar mass is 195.287 g mol⁻¹. The energy above the lowest of the compared OMol25 structures with the same formula, charge and spin comes out at 91.7 kcal/mol. For the gap between HOMO and LUMO, the calculation gives 9.2 eV.

***

# 2
# C5H10NO

The ion C5H10NO with charge -1 at a distorted geometry (ωB97M-V/def2-TZVPD, the Open Molecules 2025 dataset).

The geometry in XYZ format:
```
17
Properties=species:S:1:pos:R:3:lowdin_charge:R:1
C -0.846 -0.335 -0.027 -0.316
C -0.069 0.982 -0.274 -0.216
C 1.025 0.763 -1.260 -0.215
C 1.333 1.481 -2.324 -0.041
N -0.045 -1.278 0.703 -0.082
C -0.458 -1.246 2.221 -0.570
O -1.618 -1.823 2.436 -0.329
H -1.135 -0.714 -1.021 0.105
H -1.789 -0.130 0.472 0.095
H 0.303 1.274 0.714 0.102
H -0.790 1.723 -0.645 0.101
H 1.511 -0.188 -1.080 0.088
H 2.147 1.220 -2.989 0.031
H 0.800 2.386 -2.607 0.039
H -0.355 -2.228 0.530 0.070
H 0.431 -1.734 2.684 0.066
H -0.443 -0.153 2.466 0.073
```

The charge is -1. The SMILES is C=CCCNC[O-]. The value obtained for the molar mass is 100.141 g mol⁻¹. The energy above the lowest of the compared OMol25 structures with the same formula, charge and spin comes out at 10.9 kcal/mol. For the gap between HOMO and LUMO, the calculation gives 6.4 eV.

***

no.,E_tot (Eh)
1,-916.91348
2,-326.46789